Molecular formula: C5H15N4
Method: DFT, the ωB97M-V functional and the def2-TZVPD basis

Computed properties:
Charge: +1
Total energy (Ha): -418.1545
HOMO (alpha / beta) (eV): -11.319 / -11.316
Largest force on an atom (eV/Å): 1.95
ΔE to the lowest compared entry with this formula, charge and spin (kJ/mol): 334.2
Lowest unoccupied orbital energy (alpha / beta) (eV): -5.395 / -5.397

Element x y z (Å)
C  -3.4205  -0.0382  -0.8280
C  -2.1866  -1.1225  0.9796
C  2.7535  1.1376  0.6404
C  3.2690  -1.1812  -0.0626
C  0.3970  0.7317  -0.8962
N  -1.7868  1.0873  0.5069
N  -2.4644  0.0739  0.2378
N  2.3536  -0.0743  -0.0350
N  1.2660  -0.2060  -0.7185
H  -3.6280  0.9361  -1.2690
H  -3.0361  -0.7037  -1.6042
H  -4.3502  -0.4704  -0.4556
H  -1.8566  -1.9136  0.3040
H  -1.4080  -0.9108  1.7078
H  -3.0867  -1.4625  1.4908
H  3.6480  0.9406  1.2235
H  2.9686  1.9267  -0.0859
H  1.9588  1.4821  1.3048
H  3.4633  -1.5373  0.9511
H  2.8275  -1.9825  -0.6499
H  4.2151  -0.8812  -0.5169
H  -2.0300  1.9137  -0.0412
H  0.5292  1.7667  -0.6045
H  -0.3957  0.4880  -1.5790

Atom charges from the Mulliken analysis, given in e for atoms 1 to 8: number 1, C, carries -0.71; number 2, C, carries -0.82; number 3, C, carries -1.02; number 4, C, carries -0.91; number 5, C, carries -0.95; number 6, N, carries -0.55; number 7, N, carries 0.66; number 8, N, carries 0.58

***

Molecular formula: H3NO2
Method: DFT, the ωB97M-V functional and the def2-TZVPD basis

Computed properties:
Charge: 0
Total energy (Ha): -206.8111
HOMO (alpha / beta) (eV): -10.121 / -10.120
Largest force on an atom (eV/Å): 4.55
ΔE to the lowest compared entry with this formula, charge and spin (kJ/mol): 310.1
Lowest unoccupied orbital energy (alpha / beta) (eV): -0.707 / -0.708

Element x y z (Å)
N  0.0689  -0.4971  -0.7374
O  -0.5461  0.9641  1.5168
O  0.5036  0.3742  0.9463
H  1.1222  -0.5117  -0.6372
H  -0.0233  0.3771  -1.2390
H  -0.9988  0.3398  2.1614

And the Mulliken charges, in e, turn out to be: number 1, N, carries -0.39; number 2, O, carries -0.27; number 3, O, carries -0.25; number 4, H, carries 0.28; number 5, H, carries 0.28; number 6, H, carries 0.35

***

Molecular formula: C3H11NO4
Method: DFT, the ωB97M-V functional and the def2-TZVPD basis

Computed properties:
Charge: 0
Total energy (Ha): -476.5666
SMILES: O=CCNCO.O.O
HOMO (eV): -9.021
Largest force on an atom (eV/Å): 2.08
ΔE to the lowest compared entry with this formula, charge and spin (kJ/mol): 291.7
Lowest unoccupied orbital energy (eV): 0.522

Element x y z (Å)
O  -0.0608  -2.8669  2.0492
C  -0.6969  -2.8960  1.0359
C  -0.4193  -2.0003  -0.1465
N  0.6012  -0.9936  0.1883
C  0.4357  0.1598  -0.7148
O  0.5157  1.3449  0.0506
H  -1.6179  -3.5357  0.8987
H  -1.3870  -1.5749  -0.4471
H  0.0487  -2.5552  -0.9491
H  0.7131  -0.6260  1.1263
H  1.0799  0.1111  -1.6312
H  -0.5944  0.3141  -1.1540
H  1.4615  1.5514  0.0734
O  3.0614  1.9847  1.3358
H  3.5968  1.1905  1.2687
H  3.2653  2.2990  2.2169
O  -3.5832  2.4957  -1.9958
H  -3.7767  3.2304  -1.3915
H  -2.6430  2.3671  -1.8135

Atom charges from the Mulliken analysis, given in e for atoms 1 to 8: number 1, O, carries -0.46; number 2, C, carries 0.05; number 3, C, carries -0.36; number 4, N, carries -0.30; number 5, C, carries -0.22; number 6, O, carries -0.49; number 7, H, carries 0.29; number 8, H, carries 0.29

***

Molecular formula: C5H20F15O25S5Zn
Method: DFT, the ωB97M-V functional and the def2-TZVPD basis

Computed properties:
Charge: -3
Total energy (Ha): -7352.0331
HOMO (eV): -2.073
Largest force on an atom (eV/Å): 3.51
ΔE to the lowest compared entry with this formula, charge and spin (kJ/mol): 0.0
Lowest unoccupied orbital energy (eV): 3.596

Element x y z (Å)
Zn  -1.5082  -3.4052  -1.7549
C  -1.1997  -4.0330  4.2075
F  -0.5810  -5.0930  3.7105
F  -1.2438  -3.0546  3.3029
F  -2.4772  -4.3507  4.4918
S  -0.3401  -3.4828  5.7760
O  -0.4784  -4.6451  6.6583
O  1.0525  -3.2736  5.3223
O  -0.9519  -2.2381  6.2132
C  -1.8614  4.6565  -2.6642
F  -0.9257  5.5085  -3.0487
F  -1.2879  3.6811  -1.9672
F  -2.7163  5.3190  -1.8650
S  -2.8133  3.8315  -4.0946
O  -1.7329  3.2644  -4.9118
O  -3.5792  2.7875  -3.4115
O  -3.5109  4.8646  -4.8364
C  3.1820  4.2969  0.4276
F  3.7203  4.8718  1.5184
F  3.9103  3.2905  0.0049
F  1.9642  3.8462  0.7718
S  3.0315  5.7043  -0.8449
O  2.1356  6.6352  -0.1689
O  4.3834  6.2840  -0.9483
O  2.5678  5.0906  -2.0842
C  0.2147  0.5773  -0.4271
F  -0.5864  1.1042  -1.3500
F  1.3496  0.1934  -1.0150
F  0.4344  1.5682  0.4335
S  -0.5245  -0.9692  0.3490
O  -0.7320  -1.9209  -0.7553
O  0.4411  -1.4118  1.3197
O  -1.7917  -0.4667  0.8853
C  1.6661  -5.4982  0.4450
F  2.1123  -6.6159  1.0074
F  1.2307  -4.7035  1.3863
F  2.6264  -4.9017  -0.2268
S  0.2798  -5.9913  -0.7648
O  -0.5183  -6.9662  -0.0309
O  -0.4247  -4.7036  -0.9756
O  0.9661  -6.4846  -1.9539
O  4.7460  0.6649  -1.2668
H  5.3517  0.7064  -2.0105
H  4.0217  1.2781  -1.5128
O  -0.5786  0.7417  -4.0781
H  -0.0045  1.4930  -3.8891
H  -1.0231  0.9898  -4.8959
O  -2.4804  -2.0640  -2.8935
H  -2.3253  -1.9720  -3.8416
H  -2.7593  -1.1582  -2.5920
O  2.7660  1.0629  2.6600
H  2.1582  1.8010  2.7783
H  3.5008  1.4252  2.1495
O  -3.3441  0.3037  -1.7918
H  -3.2282  0.5403  -0.8594
H  -3.2315  1.1367  -2.2754
O  2.7395  2.3761  -2.5032
H  2.5920  3.3372  -2.2801
H  2.0127  1.9241  -2.0595
O  -2.8757  -3.4466  -0.1713
H  -3.2499  -2.6837  0.2983
H  -3.3617  -4.2149  0.1542
O  -0.8507  0.7592  3.2994
H  -1.2081  1.5297  2.8473
H  -1.3060  0.0128  2.8963
O  2.3860  -1.5945  3.4238
H  1.6902  -1.6702  2.7595
H  2.8053  -0.7433  3.2181
O  -3.6491  1.4539  1.0845
H  -3.4953  2.1739  1.7040
H  -3.2819  0.6706  1.5170

Atom charges from the Mulliken analysis, given in e for atoms 1 to 8: number 1, Zn, carries 0.20; number 2, C, carries 0.55; number 3, F, carries -0.18; number 4, F, carries -0.25; number 5, F, carries -0.27; number 6, S, carries 1.10; number 7, O, carries -0.70; number 8, O, carries -0.62

***

Molecular formula: C3H8O
Method: DFT, the ωB97M-V functional and the def2-TZVPD basis

Computed properties:
Charge: 0
Total energy (Ha): -194.3280
SMILES: CCCO
HOMO (eV): -10.249
Largest force on an atom (eV/Å): 0.40
ΔE to the lowest compared entry with this formula, charge and spin (kJ/mol): 20.8
Lowest unoccupied orbital energy (eV): 1.034

Element x y z (Å)
C  -1.5596  0.1582  -0.0474
C  -0.2048  -0.5206  -0.2351
C  0.9618  0.3231  0.2652
O  2.1378  -0.4647  0.3706
H  -1.6870  0.4950  0.9888
H  -2.3785  -0.5327  -0.2721
H  -1.6747  1.0333  -0.6975
H  -0.1779  -1.4657  0.3192
H  -0.0437  -0.7728  -1.2913
H  0.7280  0.7148  1.2652
H  1.1183  1.1934  -0.3894
H  2.7804  -0.1613  -0.2759

Atom charges from the Mulliken analysis, given in e for atoms 1 to 8: number 1, C, carries -1.12; number 2, C, carries -0.23; number 3, C, carries -0.45; number 4, O, carries -0.53; number 5, H, carries 0.32; number 6, H, carries 0.31; number 7, H, carries 0.30; number 8, H, carries 0.30

***

Molecular formula: C3H5NO2
Method: DFT, the ωB97M-V functional and the def2-TZVPD basis

Computed properties:
Charge: 0
Total energy (Ha): -322.5702
SMILES: CC(=O)NC=O
HOMO (eV): -10.415
Largest force on an atom (eV/Å): 0.62
ΔE to the lowest compared entry with this formula, charge and spin (kJ/mol): 11.0
Lowest unoccupied orbital energy (eV): 0.705

Element x y z (Å)
C  -1.3667  0.2258  -0.3618
C  -0.0302  -0.3175  -0.7899
O  0.1624  -0.9363  -1.8134
N  1.0748  -0.0263  0.0404
C  1.0818  0.0714  1.4188
O  0.1126  0.0298  2.1398
H  -1.8609  -0.4888  0.3015
H  -1.2566  1.1634  0.1856
H  -1.9811  0.3703  -1.2530
H  1.9619  -0.2312  -0.4054
H  2.1126  0.1880  1.7984

Atom charges from the Mulliken analysis, given in e for atoms 1 to 8: number 1, C, carries -0.90; number 2, C, carries 0.53; number 3, O, carries -0.56; number 4, N, carries -0.15; number 5, C, carries 0.06; number 6, O, carries -0.50; number 7, H, carries 0.26; number 8, H, carries 0.32

***

Molecular formula: C13H28BrN4O5
Method: DFT, the ωB97M-V functional and the def2-TZVPD basis

Computed properties:
Charge: +1
Total energy (Ha): -3681.0148
HOMO (eV): -11.391
Largest force on an atom (eV/Å): 1.70
Lowest unoccupied orbital energy (eV): -4.679

Element x y z (Å)
C  4.9903  -1.9287  2.9610
N  4.0967  -2.9768  2.4638
C  3.9614  -3.0299  0.9936
C  2.8515  -3.0298  3.1495
O  2.4256  -4.0634  3.5841
C  2.0020  -1.7698  3.4290
N  1.0812  -1.2984  2.3690
C  -0.2473  -1.9014  2.1683
C  -0.2917  -3.4330  2.1154
O  -0.9995  -3.9944  2.8782
Br  0.6928  -4.4637  0.8230
C  1.4187  -0.2450  1.6255
N  0.5118  0.8017  1.4159
N  2.6400  -0.1187  1.0696
H  5.5137  -2.2898  3.8400
H  5.7334  -1.6681  2.2195
H  4.4969  -0.9974  3.2638
H  2.9973  -2.6993  0.6246
H  4.7189  -2.4100  0.5288
H  4.1523  -4.0414  0.6529
H  1.3867  -1.9968  4.2917
H  2.6091  -0.9197  3.7152
H  -0.9065  -1.6166  2.9823
H  -0.6720  -1.4594  1.2749
H  -0.1609  0.6521  0.6667
H  0.0229  0.9769  2.2858
H  3.4225  -0.1121  1.7260
H  2.6667  0.7739  0.5809
C  -2.8646  -0.8733  -1.4405
O  -2.4214  0.3585  -1.9568
C  -2.0716  0.2683  -3.3328
C  -1.9439  1.6471  -3.9402
O  -3.1815  2.2238  -4.3104
C  -3.9898  2.7317  -3.2577
C  -3.5065  4.0504  -2.7001
O  -2.4512  3.8513  -1.7683
C  -1.7568  5.0513  -1.5082
H  -2.0786  -1.6354  -1.5379
H  -3.0891  -0.7250  -0.3832
H  -3.7786  -1.2105  -1.9385
H  -2.8338  -0.3007  -3.8763
H  -1.1079  -0.2544  -3.4160
H  -1.3875  1.5444  -4.8737
H  -1.3764  2.3124  -3.2850
H  -4.1167  1.9937  -2.4632
H  -4.9668  2.9031  -3.7116
H  -4.3375  4.5484  -2.1832
H  -3.1648  4.6881  -3.5235
H  -1.2763  5.4312  -2.4166
H  -0.9861  4.8360  -0.7699
H  -2.4271  5.8184  -1.1055

Atom charges from the Mulliken analysis, given in e for atoms 1 to 8: number 1, C, carries -0.92; number 2, N, carries 0.13; number 3, C, carries -0.79; number 4, C, carries 0.14; number 5, O, carries -0.44; number 6, C, carries -1.22; number 7, N, carries 0.17; number 8, C, carries -0.25

***

Molecular formula: C3H8OS2
Method: DFT, the ωB97M-V functional and the def2-TZVPD basis

Computed properties:
Charge: +1
Spin multiplicity: 2
Total energy (Ha): -990.3141
HOMO (alpha / beta) (eV): -12.251 / -12.245
Largest force on an atom (eV/Å): 4.26
ΔE to the lowest compared entry with this formula, charge and spin (kJ/mol): 209.0
<S²>: 0.755
Lowest unoccupied orbital energy (alpha / beta) (eV): -6.821 / -9.033

Element x y z (Å)
C  -2.7585  0.6425  3.1937
S  -2.8799  1.4548  1.6489
S  -1.6987  0.0727  0.2050
H  -1.7421  0.2731  3.3586
H  -3.4830  -0.0805  3.5912
H  -2.9643  1.4883  4.0885
H  -2.5852  0.1468  -0.7707
O  3.5679  -0.7698  -0.6908
C  2.5678  -0.7444  -1.3538
C  2.5978  -0.4541  -2.8235
H  1.6134  -1.1194  -0.8460
H  2.9153  0.5305  -3.0388
H  1.5654  -0.3169  -3.1955
H  3.2841  -1.1234  -3.3667

Atom charges from the Mulliken analysis, given in e for atoms 1 to 8: number 1, C, carries -0.71; number 2, S, carries 0.32; number 3, S, carries 0.06; number 4, H, carries 0.36; number 5, H, carries 0.37; number 6, H, carries 0.33; number 7, H, carries 0.27; number 8, O, carries -0.44

***

Question: Which of these has the lowest charge?
Answer: C5H20F15O25S5Zn

***

Please write out number 6 again, unchanged.
Molecular formula: C3H5NO2
Method: DFT, the ωB97M-V functional and the def2-TZVPD basis

Computed properties:
Charge: 0
Total energy (Ha): -322.5702
SMILES: CC(=O)NC=O
HOMO (eV): -10.415
Largest force on an atom (eV/Å): 0.62
ΔE to the lowest compared entry with this formula, charge and spin (kJ/mol): 11.0
Lowest unoccupied orbital energy (eV): 0.705

Element x y z (Å)
C  -1.3667  0.2258  -0.3618
C  -0.0302  -0.3175  -0.7899
O  0.1624  -0.9363  -1.8134
N  1.0748  -0.0263  0.0404
C  1.0818  0.0714  1.4188
O  0.1126  0.0298  2.1398
H  -1.8609  -0.4888  0.3015
H  -1.2566  1.1634  0.1856
H  -1.9811  0.3703  -1.2530
H  1.9619  -0.2312  -0.4054
H  2.1126  0.1880  1.7984

Atom charges from the Mulliken analysis, given in e for atoms 1 to 8: number 1, C, carries -0.90; number 2, C, carries 0.53; number 3, O, carries -0.56; number 4, N, carries -0.15; number 5, C, carries 0.06; number 6, O, carries -0.50; number 7, H, carries 0.26; number 8, H, carries 0.32